One molecule with the formula C21H22N4O4, computed with ωB97M-V with the def2-TZVPD basis set.

highest occupied orbital energy = -0.3122 Eh
ΔE to the lowest compared entry with this formula, charge and spin = 0.00 kcal per mole
SMILES = CCOC(=O)c1cccc(NC(=O)Cn2c(CC(=O)NC)nc3ccccc32)c1
E_tot = -36286.896 eV
frontier orbital gap = 9.01 eV

Geometry as ORCA input:
```
! wB97M-V def2-TZVPD RIJCOSX def2/J DEFGRID3
* xyz 0 1
C 3.54 -1.15 -4.33
C 3.37 0.26 -3.80
O 3.11 0.26 -2.40
C 4.17 0.20 -1.58
O 5.31 0.15 -1.97
C 3.78 0.17 -0.15
C 4.76 -0.08 0.80
C 4.41 -0.14 2.14
C 3.10 0.03 2.53
C 2.11 0.29 1.58
N 0.80 0.45 2.03
C -0.33 0.53 1.28
O -0.39 0.66 0.08
C -1.62 0.47 2.14
N -2.75 0.26 1.30
C -3.13 -0.93 0.74
C -2.52 -2.23 1.14
C -1.05 -2.26 0.72
O -0.14 -2.27 1.54
N -0.88 -2.29 -0.61
C 0.42 -2.23 -1.24
N -4.07 -0.81 -0.15
C -4.34 0.53 -0.23
C -5.26 1.22 -1.01
C -5.31 2.59 -0.88
C -4.47 3.27 0.00
C -3.55 2.61 0.79
C -3.50 1.23 0.67
C 2.46 0.37 0.23
H 2.66 -1.75 -4.10
H 3.68 -1.12 -5.41
H 4.41 -1.62 -3.88
H 2.51 0.76 -4.25
H 4.28 0.85 -3.99
H 5.78 -0.23 0.48
H 5.17 -0.34 2.89
H 2.83 -0.03 3.57
H 0.68 0.28 3.02
H -1.54 -0.34 2.87
H -1.73 1.42 2.67
H -3.07 -3.03 0.65
H -2.57 -2.37 2.22
H -1.69 -2.16 -1.19
H 0.56 -1.27 -1.73
H 1.17 -2.35 -0.46
H 0.51 -3.04 -1.97
H -5.90 0.69 -1.69
H -6.01 3.16 -1.48
H -4.54 4.35 0.07
H -2.91 3.14 1.47
H 1.71 0.58 -0.51
*
```

---

One molecule with the formula C21H22N4S, computed with ωB97M-V with the def2-TZVPD basis set.

highest occupied orbital energy = -0.3050 Eh
ΔE to the lowest compared entry with this formula, charge and spin = 2.45 kcal per mole
SMILES = Cc1ncsc1CCCNCc1cn[nH]c1-c1cccc2ccccc12
E_tot = -38930.052 eV
frontier orbital gap = 8.51 eV

Geometry as ORCA input:
```
! wB97M-V def2-TZVPD RIJCOSX def2/J DEFGRID3
* xyz 0 1
C -4.90 -0.29 2.22
C -4.41 0.27 0.93
N -5.30 0.89 0.11
C -4.74 1.34 -0.95
S -3.04 1.03 -1.07
C -3.13 0.23 0.47
C -1.92 -0.34 1.12
C -1.37 0.56 2.24
C -1.00 1.97 1.75
N -0.02 2.05 0.69
C 1.29 1.49 1.01
C 2.29 1.88 -0.03
C 2.73 3.17 -0.36
N 3.67 3.13 -1.29
N 3.86 1.84 -1.56
C 3.04 1.04 -0.84
C 3.09 -0.42 -0.92
C 4.25 -1.09 -0.61
C 4.30 -2.49 -0.61
C 3.18 -3.22 -0.91
C 1.98 -2.58 -1.27
C 0.82 -3.31 -1.61
C -0.32 -2.67 -2.00
C -0.35 -1.27 -2.08
C 0.74 -0.53 -1.73
C 1.93 -1.16 -1.29
H -4.33 -1.18 2.50
H -5.95 -0.55 2.12
H -4.80 0.44 3.02
H -5.26 1.86 -1.73
H -2.17 -1.32 1.55
H -1.14 -0.51 0.37
H -2.13 0.66 3.02
H -0.50 0.07 2.68
H -1.90 2.48 1.40
H -0.61 2.54 2.61
H -0.38 1.64 -0.16
H 1.59 1.92 1.97
H 1.29 0.39 1.11
H 2.39 4.10 0.04
H 4.53 1.56 -2.25
H 5.13 -0.52 -0.34
H 5.23 -2.98 -0.36
H 3.21 -4.30 -0.89
H 0.86 -4.39 -1.57
H -1.20 -3.24 -2.27
H -1.25 -0.78 -2.42
H 0.72 0.55 -1.80
*
```

---

C21H22N9O2Rh as an isolated structure in a non-equilibrium geometry, computed with ωB97M-V with the def2-TZVPD basis set.

highest occupied orbital energy (alpha / beta) = -0.5100 / -0.5190 Eh
ΔE to the lowest compared entry with this formula, charge and spin = 0.00 kcal per mole
E_tot = -42633.336 eV
frontier orbital gap (alpha / beta) = 8.22 / 6.02 eV

Geometry as ORCA input:
```
! wB97M-V def2-TZVPD RIJCOSX def2/J DEFGRID3
* xyz 2 5
Rh 11.53 11.16 7.85
O 9.67 14.21 5.72
C 9.90 13.21 6.33
N 11.15 12.92 6.99
C 12.19 13.86 6.91
C 13.55 13.12 6.99
C 14.76 13.74 7.02
C 15.94 12.96 7.07
C 15.87 11.58 7.15
C 14.60 11.03 7.08
N 13.49 11.74 7.01
C 8.95 12.09 6.47
C 7.69 12.22 6.01
C 6.88 11.12 6.05
C 7.36 9.90 6.42
C 8.64 9.82 6.87
N 9.46 10.93 6.89
H 12.16 14.61 7.74
H 12.06 14.46 6.06
H 14.80 14.82 6.99
H 16.86 13.49 7.08
H 16.70 10.88 7.31
H 14.36 9.96 7.02
H 7.33 13.16 5.65
H 5.80 11.10 5.79
H 6.73 9.02 6.34
H 9.08 8.94 7.26
C 12.18 13.33 12.18
N 11.28 12.30 11.72
C 10.39 11.68 12.55
C 9.58 10.71 12.09
C 9.70 10.31 10.75
N 10.62 10.87 10.00
C 11.31 11.93 10.42
O 11.99 12.53 9.55
N 8.88 9.37 10.27
H 12.13 13.58 13.27
H 12.08 14.17 11.53
H 13.24 12.97 12.04
H 10.34 12.08 13.55
H 8.82 10.27 12.70
H 8.12 9.07 10.88
H 8.95 9.00 9.35
N 12.74 7.27 4.32
C 12.43 7.52 5.63
C 12.01 8.78 6.08
N 11.87 9.01 7.38
C 12.16 8.02 8.24
C 12.51 6.76 7.79
N 12.72 6.54 6.48
H 12.62 7.90 3.57
H 13.06 6.37 4.04
H 11.85 9.67 5.46
H 12.04 8.14 9.31
H 12.89 5.95 8.47
*
```

---

A 4-piece molecular cluster, C21H23BBrCl2 overall, computed with ωB97M-V with the def2-TZVPD basis set.

highest occupied orbital energy = -0.1893 Eh
ΔE to the lowest compared entry with this formula, charge and spin = 0.00 kcal per mole
E_tot = -117916.602 eV
frontier orbital gap = 7.76 eV

Geometry as ORCA input:
```
! wB97M-V def2-TZVPD RIJCOSX def2/J DEFGRID3
* xyz -1 1
C 1.29 0.34 1.75
C 2.17 1.49 1.36
Cl 3.38 1.04 0.15
C 2.06 2.74 1.82
Cl 3.17 3.96 1.21
B 1.00 3.26 2.91
Br -0.32 4.57 1.95
H 0.99 0.43 2.79
H 1.82 -0.61 1.63
H 0.39 0.30 1.15
H 1.56 3.88 3.79
H 0.32 2.37 3.35
C -2.20 -2.54 -0.90
C -1.63 -1.29 -1.11
C -0.26 -1.16 -1.24
C 0.55 -2.29 -1.17
C -0.01 -3.54 -0.97
C -1.39 -3.67 -0.83
H -3.27 -2.63 -0.78
H -2.26 -0.41 -1.16
H 0.19 -0.19 -1.38
H 1.63 -2.19 -1.25
H 0.62 -4.42 -0.91
H -1.83 -4.64 -0.67
C -2.70 -1.01 4.46
C -2.36 -1.05 3.12
C -2.50 0.08 2.33
C -2.97 1.27 2.89
C -3.30 1.31 4.23
C -3.17 0.18 5.02
H -2.59 -1.89 5.08
H -1.98 -1.97 2.68
H -2.22 0.05 1.29
H -3.04 2.16 2.27
H -3.65 2.24 4.67
H -3.43 0.22 6.07
C 1.58 1.53 -4.91
C 1.78 0.61 -5.93
C 2.36 -0.62 -5.66
C 2.75 -0.93 -4.36
C 2.55 -0.01 -3.34
C 1.96 1.22 -3.61
H 1.12 2.49 -5.12
H 1.48 0.86 -6.94
H 2.52 -1.33 -6.46
H 3.20 -1.89 -4.15
H 2.84 -0.24 -2.32
H 1.81 1.93 -2.81
*
```

---

Which value of E_tot does entry 4 give? -117916.602 eV